[1]
An isolated molecule of C5H8N2, computed with ωB97M-V/def2-TZVPD.

Values from the calculation:
- gap between HOMO and LUMO (eV) = 9.927
- LUMO level (eV) = 0.9786
- relative energy (zero: lowest compared OMol25 entry of this formula, charge and spin) (kcal/mol) = 11.39
- HOMO level (eV) = -8.948
- SMILES string = Cc1ccnn1C

ORCA input file:
```
! wB97M-V def2-TZVPD RIJCOSX def2/J DEFGRID3
* xyz 0 1
C 1.519 -1.255 0.131
N 1.474 1.099 -0.247
C 0.569 2.059 -0.344
C -0.735 1.554 -0.195
C -0.574 0.199 0.002
C -1.636 -0.839 0.197
N 0.769 -0.029 -0.041
H 2.546 -1.016 -0.149
H 1.145 -2.051 -0.520
H 1.508 -1.596 1.172
H 0.889 3.078 -0.520
H -1.674 2.089 -0.230
H -1.839 -1.401 -0.722
H -2.564 -0.332 0.478
H -1.398 -1.558 0.989
*
```



[2]
An isolated molecule of C5H8N2 in a non-equilibrium geometry, computed with ωB97M-V/def2-TZVPD.

Values from the calculation:
- gap between HOMO and LUMO (eV) = 10.849
- LUMO level (eV) = 0.9091
- relative energy (zero: lowest compared OMol25 entry of this formula, charge and spin) (kcal/mol) = 36.81
- HOMO level (eV) = -9.940
- SMILES string = C[C@H]1[C@@H](C#N)N1C

ORCA input file:
```
! wB97M-V def2-TZVPD RIJCOSX def2/J DEFGRID3
* xyz 0 1
C 1.513 1.026 -0.499
C 0.126 0.675 -0.024
C -0.684 -0.374 -0.715
C -0.183 -0.947 -1.950
N 0.193 -1.270 -2.996
N -0.027 -0.640 0.556
C -0.912 -0.734 1.707
H 2.065 0.109 -0.724
H 1.493 1.650 -1.397
H 2.053 1.567 0.284
H -0.473 1.484 0.403
H -1.768 -0.262 -0.703
H -1.837 -0.146 1.588
H -0.379 -0.358 2.587
H -1.180 -1.779 1.883
*
```



[3]
An isolated molecule of C5H8N2, computed with ωB97M-V/def2-TZVPD.

Values from the calculation:
- gap between HOMO and LUMO (alpha / beta) (eV) = 7.889 / 7.888
- LUMO level (alpha / beta) (eV) = -0.0612 / -0.0615
- relative energy (zero: lowest compared OMol25 entry of this formula, charge and spin) (kcal/mol) = 98.61
- HOMO level (alpha / beta) (eV) = -7.950 / -7.950

ORCA input file:
```
! wB97M-V def2-TZVPD RIJCOSX def2/J DEFGRID3
* xyz 0 1
C 1.444 -0.082 -1.603
N 0.438 -0.513 -0.639
C -0.921 -0.815 -0.910
C -1.643 -0.881 0.250
C -0.682 1.017 1.542
C -0.573 -0.515 1.235
N 0.739 -0.449 0.579
H 2.341 -0.686 -1.473
H 1.677 0.964 -1.389
H 1.042 -0.176 -2.610
H -1.189 -0.923 -1.956
H -1.465 1.186 2.276
H -0.940 1.538 0.614
H 0.267 1.419 1.914
H -0.535 -1.083 2.170
*
```



[4]
An isolated molecule of C5H8N2, computed with ωB97M-V/def2-TZVPD.

Values from the calculation:
- gap between HOMO and LUMO (eV) = 9.972
- LUMO level (eV) = 1.0466
- relative energy (zero: lowest compared OMol25 entry of this formula, charge and spin) (kcal/mol) = 10.70
- HOMO level (eV) = -8.925
- SMILES string = Cc1ccn(C)n1

ORCA input file:
```
! wB97M-V def2-TZVPD RIJCOSX def2/J DEFGRID3
* xyz 0 1
C -1.850 1.256 1.077
N -0.898 0.338 0.489
C -0.952 -1.014 0.446
C 0.193 -1.440 -0.184
C 0.893 -0.252 -0.491
C 2.210 -0.105 -1.187
N 0.222 0.816 -0.077
H -2.823 1.181 0.583
H -1.451 2.261 0.935
H -1.963 1.056 2.146
H -1.789 -1.563 0.855
H 0.490 -2.458 -0.400
H 2.156 -0.502 -2.207
H 3.001 -0.646 -0.656
H 2.484 0.952 -1.238
*
```



[5]
An isolated molecule of C5H8N2 in a non-equilibrium geometry, computed with ωB97M-V/def2-TZVPD.

Values from the calculation:
- gap between HOMO and LUMO (eV) = 8.721
- LUMO level (eV) = 1.0839
- relative energy (zero: lowest compared OMol25 entry of this formula, charge and spin) (kcal/mol) = 42.86
- HOMO level (eV) = -7.637
- SMILES string = Cn1cccc1N

ORCA input file:
```
! wB97M-V def2-TZVPD RIJCOSX def2/J DEFGRID3
* xyz 0 1
C -0.178 1.428 0.485
N 0.057 0.601 -0.734
C -1.278 0.145 -0.914
C -1.429 -1.021 -0.248
C -0.106 -1.509 0.107
C 0.767 -0.529 -0.246
N 2.144 -0.432 -0.169
H 0.782 1.837 0.850
H -0.829 2.278 0.261
H -0.807 0.661 1.082
H -1.994 0.895 -1.226
H -2.364 -1.511 -0.011
H 0.124 -2.469 0.553
H 2.523 0.468 -0.429
H 2.588 -0.843 0.639
*
```



[6]
C5H8N2 as an isolated structure in a non-equilibrium geometry, computed with ωB97M-V/def2-TZVPD.

Values from the calculation:
- gap between HOMO and LUMO (eV) = 7.894
- LUMO level (eV) = -0.1328
- relative energy (zero: lowest compared OMol25 entry of this formula, charge and spin) (kcal/mol) = 195.62
- HOMO level (eV) = -8.026

ORCA input file:
```
! wB97M-V def2-TZVPD RIJCOSX def2/J DEFGRID3
* xyz 0 1
C 1.926 -0.570 0.018
C -0.490 -1.228 -0.076
C -1.799 -0.707 0.027
C -1.601 0.864 -0.019
C -0.056 0.922 -0.159
H 2.292 0.737 -0.476
H 1.882 -1.715 -1.187
H 2.425 -1.266 1.312
H -0.179 -2.280 0.526
H -2.768 -1.335 0.074
H -2.110 1.151 -0.951
H -1.913 1.460 0.932
H 1.404 2.095 -0.014
N 0.514 -0.240 -0.096
N 0.472 2.113 0.088
*
```



[7]
An isolated molecule of C5H8N2, computed with ωB97M-V/def2-TZVPD.

Values from the calculation:
- gap between HOMO and LUMO (eV) = 7.188
- LUMO level (eV) = 0.0925
- relative energy (zero: lowest compared OMol25 entry of this formula, charge and spin) (kcal/mol) = 92.64
- HOMO level (eV) = -7.095

ORCA input file:
```
! wB97M-V def2-TZVPD RIJCOSX def2/J DEFGRID3
* xyz 0 1
C -1.300 -1.217 0.367
N -0.055 -0.600 -0.019
C 1.201 -1.160 0.147
C 2.145 -0.167 0.063
C 1.533 1.135 -0.153
C 0.231 0.758 -0.120
N -0.773 1.777 -0.479
H -2.130 -0.801 -0.219
H -1.256 -2.288 0.149
H -1.533 -1.090 1.434
H 1.292 -2.228 0.318
H 3.214 -0.353 0.109
H -0.076 2.542 -0.577
H -1.465 2.028 0.234
H -1.248 1.640 -1.376
*
```



[8]
An isolated molecule of C5H8N2, computed with ωB97M-V/def2-TZVPD.

Values from the calculation:
- gap between HOMO and LUMO (eV) = 8.406
- LUMO level (eV) = 0.7295
- relative energy (zero: lowest compared OMol25 entry of this formula, charge and spin) (kcal/mol) = 143.31
- HOMO level (eV) = -7.676

ORCA input file:
```
! wB97M-V def2-TZVPD RIJCOSX def2/J DEFGRID3
* xyz 0 1
C -1.904 -0.292 0.944
C -0.522 -0.006 0.439
C -0.034 1.131 -0.186
C 1.038 1.248 -1.213
N 1.090 0.168 -1.982
C 1.661 0.142 0.957
N 0.596 -0.696 0.869
H -2.051 0.087 1.963
H -2.653 0.165 0.291
H -2.106 -1.371 0.966
H -0.563 2.072 -0.034
H 0.505 -0.664 -1.860
H 1.733 0.131 -2.762
H 2.576 -0.403 0.652
H 0.634 -1.711 0.955
*
```



[9]
An isolated molecule of C5H8N2, computed with ωB97M-V/def2-TZVPD.

Values from the calculation:
- gap between HOMO and LUMO (eV) = 7.408
- LUMO level (eV) = 0.1054
- relative energy (zero: lowest compared OMol25 entry of this formula, charge and spin) (kcal/mol) = 83.35
- HOMO level (eV) = -7.303
- SMILES string = C[C@]1(N)C=C=CN1

ORCA input file:
```
! wB97M-V def2-TZVPD RIJCOSX def2/J DEFGRID3
* xyz 0 1
C -0.923 -0.889 -0.709
C -0.882 1.234 1.503
C -0.267 1.909 0.390
N 0.437 1.148 -0.446
C 0.319 -0.229 -0.013
N 1.524 -0.973 -0.329
C -0.339 -0.014 1.333
H -0.568 -1.406 -1.598
H -1.462 -1.602 -0.072
H -1.640 -0.103 -0.960
H -0.346 2.972 0.158
H 0.959 1.436 -1.263
H 2.344 -0.618 0.155
H 1.407 -1.940 -0.043
H -0.564 -0.923 1.894
*
```



[10]
An isolated molecule of C5H8N2, computed with ωB97M-V/def2-TZVPD.

Values from the calculation:
- gap between HOMO and LUMO (eV) = 8.825
- LUMO level (eV) = 0.9991
- relative energy (zero: lowest compared OMol25 entry of this formula, charge and spin) (kcal/mol) = 18.20
- HOMO level (eV) = -7.826
- SMILES string = [H]/N=C1\CC=CN1C

ORCA input file:
```
! wB97M-V def2-TZVPD RIJCOSX def2/J DEFGRID3
* xyz 0 1
C -1.422 -1.405 0.371
N -0.275 -0.587 0.088
C 1.076 -0.908 0.250
C 1.864 0.144 0.009
C 0.959 1.330 -0.223
C -0.414 0.709 -0.375
N -1.546 1.208 -0.685
H -2.148 -1.271 -0.431
H -1.123 -2.450 0.440
H -1.894 -1.099 1.309
H 1.346 -1.920 0.535
H 2.945 0.149 -0.011
H 1.259 2.047 -0.990
H 0.796 1.882 0.714
H -1.423 2.169 -1.001
*
```



[11]
An isolated molecule of C5H8N2O in a non-equilibrium geometry, computed with ωB97M-V/def2-TZVPD.

Values from the calculation:
- gap between HOMO and LUMO (eV) = 10.546
- LUMO level (eV) = 0.9557
- relative energy (zero: lowest compared OMol25 entry of this formula, charge and spin) (kcal/mol) = 130.06
- HOMO level (eV) = -9.591
- SMILES string = OCC1=NC[C@H]2CN12

ORCA input file:
```
! wB97M-V def2-TZVPD RIJCOSX def2/J DEFGRID3
* xyz 0 1
C 1.725 0.255 1.125
C 0.655 0.073 0.234
C -0.813 -0.087 -1.662
C -1.722 0.295 -0.449
C -1.723 -0.599 0.654
H 3.193 0.078 -0.509
H 1.834 1.156 1.646
H 1.972 -0.448 2.049
H -0.943 0.671 -2.549
H -0.812 -1.047 -2.237
H -2.510 1.050 -0.663
H -2.379 -0.342 1.720
H -1.617 -1.832 0.497
N 0.746 -0.088 -1.095
N -0.706 0.546 0.677
O 3.098 0.320 0.561
*
```



[12]
A 2-piece molecular cluster, C5H8N2O overall in a non-equilibrium geometry, computed with ωB97M-V/def2-TZVPD.

Values from the calculation:
- gap between HOMO and LUMO (eV) = 7.803
- LUMO level (eV) = 0.0033
- relative energy (zero: lowest compared OMol25 entry of this formula, charge and spin) (kcal/mol) = 98.75
- HOMO level (eV) = -7.800

ORCA input file:
```
! wB97M-V def2-TZVPD RIJCOSX def2/J DEFGRID3
* xyz 0 1
C 2.173 1.949 0.593
C -0.564 0.480 -1.276
C -0.900 -1.115 0.359
N -2.265 -1.109 0.583
C 0.890 1.230 0.403
C -0.245 -2.094 -0.292
N 0.403 1.178 -0.790
O -1.300 0.317 -2.170
H -2.823 -1.618 -0.086
H -2.675 -0.225 0.838
H -0.284 -0.358 0.949
H -0.763 -2.878 -0.825
H 0.831 -2.088 -0.342
H 2.891 1.221 0.993
H 2.588 2.405 -0.310
H 2.044 2.705 1.375
*
```